Entry 1:
20
Properties=species:S:1:pos:R:3 method="wB97M-V/def2-TZVPD" charge=+1 de_lowest_kj_mol=417.36 largest_force_ev_per_a=6.04 smiles="C[C@H](N)C/C=C/[NH3+]" spin_multiplicity=1
N -2.38 -1.31 0.57
N 2.79 1.26 0.52
C -0.91 0.58 0.53
C -1.10 -1.13 -1.43
C -0.98 -0.83 0.05
C 1.58 0.57 0.16
C 0.45 1.22 0.27
H 2.62 2.27 0.43
H -1.78 -0.43 -2.01
H 1.65 -0.46 -0.09
H -1.52 1.24 -0.20
H 0.38 2.33 -0.06
H -2.30 -1.46 1.62
H -1.23 -2.24 -1.73
H 3.52 1.09 -0.09
H -2.48 -2.07 -0.14
H -1.19 0.77 1.51
H 3.16 1.13 1.50
H -0.30 -1.57 0.48
H 0.00 -0.96 -1.91

---

Entry 2:
80
Properties=species:S:1:pos:R:3 method="wB97M-V/def2-TZVPD" charge=-2 s2=2.2000 largest_force_ev_per_a=3.16 spin_multiplicity=3 e_tot_ha=-5595.78271
I -1.47 -2.95 2.81
I -6.78 -0.81 1.01
Ge 0.47 -2.06 -0.94
V 0.88 -0.18 2.05
F 2.80 -1.06 3.22
F 3.36 1.18 3.26
F 3.73 -0.12 5.15
F 1.55 0.38 4.46
O -0.83 0.09 2.67
N -2.15 2.21 1.46
N 1.17 1.61 1.47
N 1.05 3.81 0.80
C -4.03 -1.54 1.94
C 1.34 -1.41 -2.58
C 1.10 -4.80 -1.90
C 2.06 -5.70 0.54
C -2.81 1.01 1.64
C -2.18 -3.29 -1.44
C 2.69 -0.48 -4.87
C 2.64 -0.90 -2.50
C -2.71 -1.34 2.27
C 1.20 2.48 0.55
C 1.57 -4.40 0.42
C -4.13 3.13 0.42
C -2.09 -0.07 2.21
C 1.33 2.03 -0.87
C -3.57 -3.26 -1.58
C 0.73 -1.45 -3.84
C 2.07 -6.55 -0.55
C -4.75 -0.45 1.48
C 3.31 -0.44 -3.62
C 3.32 4.75 0.27
C -4.19 0.82 1.24
C -3.54 -0.86 -1.51
C 1.81 4.75 -0.01
C 1.58 -6.10 -1.78
C 1.40 -0.99 -4.97
C 0.90 -1.08 0.60
C -2.83 3.22 0.86
C -4.84 1.92 0.61
C 0.52 4.24 2.10
C 1.57 4.44 3.21
C -4.25 -2.05 -1.62
C -1.46 -2.10 -1.32
C -2.16 -0.88 -1.35
C 1.08 -3.93 -0.81
B 2.90 0.10 4.05
H -0.01 5.18 1.92
H -1.66 -4.24 -1.40
H 2.10 5.40 3.10
H -1.62 0.05 -1.22
H -2.27 4.15 0.73
H 1.08 4.43 4.19
H 0.91 -1.02 -5.94
H -4.12 -4.20 -1.64
H 0.60 2.55 -1.49
H 2.44 -7.57 -0.46
H 1.40 5.74 0.17
H -5.33 -2.03 -1.70
H 3.55 5.16 1.26
H 1.58 -3.72 1.27
H 3.20 -0.11 -5.75
H 1.59 -6.76 -2.64
H 2.44 -6.04 1.50
H 3.85 5.34 -0.48
H -5.86 1.81 0.27
H 4.32 -0.04 -3.54
H -4.07 0.09 -1.51
H 3.13 -0.86 -1.52
H 1.14 0.96 -0.88
H 2.33 2.21 -1.27
H -4.48 -2.52 2.02
H 3.70 3.72 0.25
H 2.32 3.65 3.20
H 1.65 4.53 -1.06
H -4.60 3.97 -0.07
H 1.07 2.03 2.40
H -0.28 -1.83 -3.93
H -0.23 3.51 2.39
H 0.74 -4.46 -2.87

---

Entry 3:
22
Properties=species:S:1:pos:R:3 method="wB97M-V/def2-TZVPD" charge=+1 de_lowest_kj_mol=52.33 largest_force_ev_per_a=1.77 spin_multiplicity=1
S 1.71 -1.38 0.34
S 2.01 0.39 1.35
O 0.65 1.89 -2.48
O -3.64 0.15 1.45
N -1.28 -1.47 1.12
C 0.28 -1.13 -0.80
C 3.33 1.13 0.25
C -0.90 -0.57 -0.04
H -4.24 -0.55 1.80
H 3.88 1.86 0.83
H 3.96 0.26 0.06
H 0.50 -0.47 -1.64
H 3.00 1.46 -0.73
H -3.94 1.01 1.77
H -1.63 -2.32 0.68
H -1.82 -0.28 -0.53
H -0.40 -1.75 1.57
H -0.42 0.31 0.40
H 0.54 2.85 -2.49
H 0.29 1.74 -3.37
H -2.02 -0.99 1.66
H 0.16 -2.15 -1.18

---

Entry 4:
22
Properties=species:S:1:pos:R:3 method="wB97M-V/def2-TZVPD" s2=20.0242 largest_force_ev_per_a=10.05 spin_multiplicity=9 e_tot_ha=-1408.27351
Eu 0.79 0.79 1.05
Mg 3.42 1.00 0.83
O 2.24 -0.62 1.02
O -1.23 1.30 0.42
O 1.80 1.52 -0.17
O -0.18 -1.13 -0.27
C 0.92 -2.00 -0.47
C 1.93 -1.93 0.67
C -0.51 -0.18 -1.29
C -2.15 2.14 1.09
C -1.69 0.58 -0.73
H 0.60 0.59 -1.80
H -2.45 -0.11 -0.34
H -2.59 2.85 0.38
H 2.83 -2.48 0.33
H 1.59 -2.51 1.55
H 0.54 -3.02 -0.63
H -1.59 2.70 1.85
H -2.89 1.49 1.58
H -2.05 1.31 -1.46
H -0.76 -0.68 -2.24
H 1.44 -1.62 -1.37

---

Entry 5:
18
Properties=species:S:1:pos:R:3 method="wB97M-V/def2-TZVPD" de_lowest_kj_mol=488.35 largest_force_ev_per_a=0.80 spin_multiplicity=1
O -3.65 2.19 0.63
O -3.70 -0.90 -0.62
O -2.24 -1.80 0.86
N -2.39 -0.99 -0.08
N -0.19 -0.23 -0.45
C -2.62 2.31 0.19
C -1.53 -0.24 -0.69
C 0.68 0.92 -0.54
C 0.52 -0.80 0.69
C 1.57 0.31 0.55
H 1.70 0.93 1.43
H 2.54 -0.04 0.20
H 0.86 -1.82 0.50
H 1.14 1.03 -1.53
H 0.20 1.87 -0.26
H -4.22 -1.58 -0.15
H -1.89 0.38 -1.50
H -0.05 -0.79 1.62

---

Entry 6:
97
Properties=species:S:1:pos:R:3 method="wB97M-V/def2-TZVPD" de_lowest_kj_mol=7.19 largest_force_ev_per_a=1.62 spin_multiplicity=1
Br 0.57 1.57 -1.36
Si -0.56 -1.73 2.04
O -2.55 -2.37 -2.06
O -2.42 0.34 -1.80
N 1.15 1.88 1.71
N 2.59 -0.06 0.46
C 4.07 -1.80 -2.48
C 4.10 -1.40 1.88
C 2.85 0.55 2.75
C -0.94 3.06 2.23
C -1.50 -3.05 -2.78
C -1.88 -3.25 -4.23
C 0.14 5.46 1.27
C 1.99 1.66 2.73
C 0.07 -3.43 1.51
C 0.34 -1.36 3.67
C 4.40 0.59 -1.07
C -3.71 0.68 -1.08
C 5.07 -0.90 -2.86
C -2.46 0.57 -3.30
C 3.13 -0.28 1.68
C 0.91 4.30 1.22
C 4.62 1.85 -0.31
C 2.29 4.38 0.67
C -1.69 4.24 2.26
C -3.81 2.17 -1.13
C -0.47 -0.55 0.59
C -3.43 -3.17 -1.27
C -1.15 5.44 1.79
C -2.38 -1.86 2.52
C 3.38 -0.32 -0.70
C 0.36 3.08 1.70
C 2.20 -2.52 -1.00
C -1.54 1.83 2.83
C 3.22 -1.51 -1.42
C -3.70 0.05 -3.99
C -4.45 -3.90 -2.10
C 5.23 0.29 -2.15
C 2.02 2.59 3.92
Be 1.07 0.71 0.51
H -4.51 0.17 -1.63
H -2.94 -2.40 1.75
H -2.76 -3.90 -4.32
H 1.17 -3.48 1.51
H -1.26 -4.01 -2.30
H 3.41 0.39 3.67
H 2.33 4.00 -0.35
H -4.00 -4.73 -2.63
H 6.00 1.01 -2.43
H -0.31 -4.18 2.22
H -1.54 0.09 -3.67
H 2.84 2.29 4.59
H 4.38 -1.45 2.94
H 3.94 -2.74 -3.02
H -3.60 0.25 -0.09
H 5.02 -1.26 1.30
H -0.62 -2.40 -2.70
H -4.94 -3.23 -2.82
H -1.26 0.24 0.60
H 5.09 1.67 0.68
H -4.66 2.50 -0.54
H -2.45 -2.41 3.47
H -0.12 -2.00 4.44
H -0.30 -3.69 0.50
H 3.01 3.83 1.29
H 2.61 -3.26 -0.29
H 5.29 2.52 -0.87
H -2.84 -3.87 -0.65
H 3.66 -2.37 1.59
H 1.41 -1.62 3.62
H -1.05 -3.73 -4.76
H 0.26 -0.32 4.01
H -2.37 1.48 2.22
H -3.87 -1.03 -3.84
H 1.84 -3.08 -1.88
H -2.09 -0.58 -1.52
H -2.70 4.21 2.66
H -3.58 0.20 -5.07
H 1.33 -2.05 -0.52
H -2.90 2.64 -0.71
H 0.58 6.39 0.90
H -2.38 1.65 -3.36
H 1.07 2.52 4.49
H 3.67 2.38 -0.14
H -2.10 -2.29 -4.73
H -1.74 6.36 1.84
H 5.73 -1.13 -3.70
H -3.95 2.54 -2.15
H -3.90 -2.46 -0.59
H -1.94 2.05 3.84
H -2.82 -0.86 2.66
H -5.22 -4.30 -1.44
H 2.18 3.64 3.63
H -4.61 0.60 -3.71
H 2.62 5.43 0.64
H -0.81 1.02 2.93
H -0.42 -1.04 -0.40

---

Entry 7:
19
Properties=species:S:1:pos:R:3 method="wB97M-V/def2-TZVPD" de_lowest_kj_mol=116.06 largest_force_ev_per_a=0.48 smiles="CCC(C)=O.C=C" spin_multiplicity=1
O -1.89 -0.31 -0.62
C 1.27 1.03 0.10
C -1.14 0.64 -0.67
C -1.64 2.05 -0.43
C 0.34 0.48 -0.99
C 1.13 -2.44 0.98
C -0.19 -2.58 0.94
H -2.71 2.02 -0.22
H -1.12 2.52 0.41
H 1.23 2.12 0.16
H 2.30 0.75 -0.11
H 1.69 -2.10 0.12
H 0.54 1.00 -1.94
H -0.75 -2.92 1.81
H 1.01 0.61 1.08
H 1.70 -2.65 1.88
H -1.46 2.67 -1.31
H -0.77 -2.35 0.05
H 0.52 -0.58 -1.16

---

Entry 8:
16
Properties=species:S:1:pos:R:3 method="wB97M-V/def2-TZVPD" de_lowest_kj_mol=296.02 largest_force_ev_per_a=2.50 smiles="C=NC.C=NC" spin_multiplicity=1
N 1.53 -1.79 -1.09
N -0.98 1.50 -0.31
C 2.28 -0.89 -0.64
C -1.38 0.62 0.78
C 0.33 -2.19 -0.41
C -0.95 2.75 -0.11
H -0.39 0.34 1.13
H -0.13 -1.39 0.17
H -1.61 3.12 0.68
H 2.95 -0.35 -1.32
H -0.37 -2.73 -1.04
H -0.35 3.42 -0.70
H 2.38 -0.53 0.40
H -1.84 1.14 1.63
H 0.59 -2.88 0.41
H -2.06 -0.14 0.42

---

Entry 9:
15
Properties=species:S:1:pos:R:3 method="wB97M-V/def2-TZVPD" de_lowest_kj_mol=403.28 largest_force_ev_per_a=1.88 spin_multiplicity=1
N -0.26 2.34 0.32
N -1.16 -0.50 1.29
N 1.45 0.01 -1.29
N 1.49 -0.46 1.09
N -1.45 -0.72 -1.15
C -0.86 -0.19 0.01
C 1.02 -0.14 -0.12
C -0.69 1.24 0.08
H -1.31 -1.72 -1.16
H 2.43 -0.81 1.20
H -0.77 3.18 0.05
H 0.75 -0.68 1.76
H -1.05 -0.32 -1.99
H -2.02 -1.03 1.34
H 2.43 -0.21 -1.44

---

Entry 10:
97
Properties=species:S:1:pos:R:3 method="wB97M-V/def2-TZVPD" charge=-1 largest_force_ev_per_a=8.96 spin_multiplicity=1 e_tot_ha=-6188.01032
Cl 1.52 4.60 -6.19
Cl 1.87 6.30 -1.75
S -0.09 -1.96 4.15
S 4.47 5.67 0.57
S 1.70 -0.67 -2.63
P 3.36 4.07 0.84
F 0.19 -5.73 -0.15
F -1.22 1.55 8.26
F -0.07 -0.82 7.36
F 1.49 -0.04 5.22
F 0.34 2.33 6.51
F -0.48 0.81 3.95
F -2.08 2.12 6.10
F -2.24 -0.49 6.22
F 1.68 -5.41 1.76
F 0.24 -7.31 1.79
F 0.55 1.16 -8.03
F -0.57 -3.10 -1.65
O 1.80 -5.67 -10.07
O -5.46 2.55 8.07
O 1.53 -4.27 -5.56
O 4.44 2.89 1.60
O 5.15 0.73 -1.49
O -6.64 2.87 10.53
O -3.88 -1.80 9.06
O 1.03 -2.89 4.73
O 1.14 -1.74 -6.55
O -5.13 -1.51 11.48
O -1.43 -2.70 4.38
O 2.07 4.32 2.01
O 1.49 -3.13 -11.06
O 4.82 -0.86 0.27
N 2.95 0.77 -0.03
C 2.44 1.77 -1.04
C -1.05 4.58 -4.74
C 1.76 1.23 -2.47
C -1.45 -3.78 1.35
C -0.88 1.54 6.80
C 0.31 -5.88 1.32
C 1.92 -0.28 0.34
C -0.80 -0.04 6.30
C 1.52 -4.04 -6.92
C -0.80 -5.05 2.19
C 1.23 3.84 -3.36
C -4.64 0.37 8.51
C -5.20 -0.56 10.71
C -0.33 -2.61 1.08
C 1.30 -2.64 -7.38
C -5.98 1.70 10.20
C -5.36 1.61 8.85
C 1.16 2.21 -3.64
C 0.06 -2.33 -0.52
C 1.17 -1.17 -0.86
C 1.48 -0.60 1.90
C 1.66 -4.78 -9.24
C -4.56 -0.64 9.37
C 1.89 4.42 -1.95
C -5.91 0.68 11.07
C 0.60 4.80 -4.55
C -1.82 5.46 -3.54
C 1.85 0.83 -5.78
C 0.03 -0.25 4.90
C 0.54 1.49 -4.98
C 0.34 -1.75 2.30
C 1.88 1.20 -7.38
C 1.31 -2.38 -8.83
C 1.48 -3.37 -9.70
C 4.29 0.18 -0.40
C 2.54 3.42 -0.77
C 1.68 -5.03 -7.79
H -1.38 3.47 -4.56
H 5.27 2.76 1.01
H 1.83 -6.06 -7.47
H -0.28 0.66 -4.73
H 0.70 5.97 -4.31
H 2.05 0.05 2.73
H 2.86 1.22 -5.27
H 1.17 -1.35 -9.14
H 1.39 -3.39 -5.14
H 2.58 0.38 -7.90
H 2.46 2.23 -7.53
H -1.68 -5.81 2.46
H -4.18 0.33 7.53
H -6.56 3.44 9.74
H -6.36 0.73 12.05
H -1.35 5.01 -5.79
H -2.40 -3.36 1.95
H -3.97 -2.38 9.84
H -0.28 -4.72 3.19
H -1.55 6.58 -3.76
H 1.77 -0.34 -5.57
H 1.62 -4.01 -11.48
H 2.09 3.46 2.57
H -1.25 5.14 -2.54
H -2.97 5.23 -3.50
H 0.04 2.22 -5.75
H -1.82 -4.21 0.31

---

Entry 11:
17
Properties=species:S:1:pos:R:3 method="wB97M-V/def2-TZVPD" charge=+1 de_lowest_kj_mol=215.50 largest_force_ev_per_a=2.46 smiles="NCC/C=C/[NH3+]" spin_multiplicity=1
N 1.74 1.05 -0.88
N -0.68 -2.62 0.55
C -0.46 1.18 0.24
C -0.45 -0.29 -0.03
C -0.92 -1.19 0.83
C 0.55 1.88 -0.70
H -1.41 1.68 0.00
H -1.42 -3.19 0.95
H -1.23 -0.94 1.84
H -0.38 -0.57 -1.08
H 2.31 1.23 -1.70
H 0.05 2.26 -1.58
H 2.26 1.03 -0.02
H 0.90 2.79 -0.18
H -0.78 -2.84 -0.45
H 0.23 -2.87 0.92
H -0.31 1.41 1.29

---

Entry 12:
54
Properties=species:S:1:pos:R:3 method="wB97M-V/def2-TZVPD" de_lowest_kj_mol=2.61 largest_force_ev_per_a=3.45 smiles=CC1(C)CCCC(C)(C)N1O.CO.CO.O.O.O.O spin_multiplicity=1
O 1.75 -1.80 0.71
O -3.79 -1.92 0.97
O -3.91 -0.20 -2.80
O -1.32 -0.10 -2.39
O -5.59 -1.04 -0.70
O -1.33 -1.15 0.18
O -1.87 2.95 -1.25
N 1.70 -0.42 1.08
C 2.68 1.84 0.71
C 0.75 -0.87 3.34
C -5.03 0.30 -3.50
C 3.17 -1.15 3.06
C 3.06 1.91 2.12
C -0.62 0.06 -3.68
C 3.89 -0.41 -0.09
C 1.99 -0.31 2.55
C 1.99 1.19 2.89
C 1.81 0.35 -1.21
C 2.55 0.34 0.14
H -2.20 -0.36 -2.59
H 4.54 -0.25 0.81
H -5.46 -0.44 -4.20
H 4.09 1.66 2.23
H -6.05 -0.45 -0.04
H 2.13 1.36 3.96
H -5.79 0.61 -2.76
H 1.06 1.61 2.54
H -0.71 -0.73 -4.42
H 0.88 -2.16 0.92
H 1.48 -0.66 -1.39
H -5.01 -1.56 -0.14
H 4.45 -0.03 -0.95
H 0.73 -1.96 3.29
H 0.73 -0.43 4.38
H 2.45 0.59 -2.09
H -0.89 0.96 -4.25
H -0.17 -0.44 2.81
H 1.75 2.28 0.55
H 3.84 -1.47 -0.33
H -1.22 -0.89 -0.76
H -1.56 2.09 -1.63
H 0.44 0.19 -3.45
H -0.56 -0.72 0.62
H -4.30 -0.50 -1.90
H 3.18 -1.24 4.14
H 3.05 -2.11 2.56
H -2.44 3.25 -2.02
H 0.95 1.07 -1.18
H -4.87 1.19 -4.04
H -2.88 -1.94 0.61
H 4.15 -0.75 2.79
H -3.89 -2.76 1.40
H 3.29 2.42 0.02
H 2.95 2.99 2.39

---

Entry 13:
19
Properties=species:S:1:pos:R:3 method="wB97M-V/def2-TZVPD" charge=+1 de_lowest_kj_mol=0.00 s2=0.7529 largest_force_ev_per_a=1.92 spin_multiplicity=2
S -2.10 -1.02 0.21
N 0.60 -1.63 1.19
N 2.84 -1.14 1.49
C -1.59 1.31 -1.32
C -2.01 0.75 0.06
C 1.61 -0.82 1.10
C -0.16 0.90 -1.69
H -1.75 2.39 -1.32
H 3.04 -2.05 1.87
H -0.43 -1.39 0.70
H -2.97 1.17 0.37
H 3.56 -0.44 1.54
H 0.17 1.14 -2.70
H -0.08 -0.18 -1.56
H 0.55 1.36 -0.99
H -1.27 1.09 0.80
H 1.53 0.11 0.55
H -2.25 0.89 -2.08
H 0.70 -2.43 1.79